[1]
Computed, not measured: a 2-piece molecular cluster, CH3N2O3S overall, with ωB97M-V/def2-TZVPD.

XYZ file:
```
10
CH3N2O3S | the OMol25 dataset | ωB97M-V/def2-TZVPD
H -0.98 -0.95 1.06
O 2.66 0.28 -0.44
O -2.34 0.92 -1.41
O 0.66 1.40 -0.51
S -2.74 -0.31 -0.35
H -1.49 1.17 -1.16
C 1.49 0.56 -0.17
N 0.93 -0.67 0.77
H 1.88 -1.15 1.00
N -0.08 -1.26 1.23
```

Calculated values
- max |F| (eV/Å) = 4.5
- net charge = -1
- total energy (eV) = -21041.8990


[2]
Computed, not measured: a 2-piece molecular cluster, C3H4F2O overall, with ωB97M-V/def2-TZVPD.

XYZ file:
```
10
C3H4F2O | the OMol25 dataset | ωB97M-V/def2-TZVPD
H 1.38 0.34 -0.51
H -1.90 1.66 -0.73
F 1.01 -1.48 -1.05
C -1.11 0.96 -0.40
O 0.46 -0.76 1.00
H 2.40 -0.94 0.31
C 1.36 -0.62 0.05
C -1.32 0.23 0.67
F -2.03 -0.17 1.68
H -0.24 0.79 -1.00
```

Calculated values
- max |F| (eV/Å) = 4.5
- total energy (eV) = -10653.9863


[3]
Computed, not measured: C39H39Cl4Ge2N6O4W as an isolated structure, with ωB97M-V/def2-TZVPD.

XYZ file:
```
95
C39H39Cl4Ge2N6O4W | the OMol25 dataset | ωB97M-V/def2-TZVPD
C -4.03 0.64 0.73
H -4.42 2.92 -4.93
H -0.40 4.65 4.43
C 5.17 -1.73 -0.06
C -1.04 2.50 -4.27
N 1.84 0.52 1.18
C -0.61 0.27 6.21
H -2.41 2.15 1.59
C -2.97 -1.27 -1.62
H 1.39 -1.31 3.99
H 0.05 -3.42 3.84
C -0.46 3.70 -2.10
C 0.53 -0.32 5.68
O 7.45 -2.32 0.17
C -1.52 2.44 2.12
C 2.99 -0.22 0.74
H -1.34 5.12 -5.08
O 1.28 1.03 -1.29
C 0.67 -0.89 -2.34
W -0.06 0.52 0.04
H -3.08 5.10 -5.31
C -1.77 0.36 5.46
C -1.79 -0.13 4.16
H 0.95 -6.92 1.55
H -2.17 2.92 -5.97
H 0.03 4.55 -2.53
C 0.67 -1.77 -3.43
H -0.11 2.92 -4.66
H -4.04 -1.46 -1.73
H -3.87 1.61 0.28
H -2.71 -0.07 3.59
H -2.42 -2.18 -1.82
C -2.27 4.66 -4.73
H 1.80 -1.87 0.05
H -3.72 2.74 -3.33
C 5.36 -0.47 0.51
Cl 1.42 -2.49 -5.90
H -4.10 0.74 1.81
C 0.51 -0.82 4.39
H -3.56 1.43 -4.52
N -1.27 2.27 -0.78
Ge -0.51 -1.33 1.78
C -0.66 -0.73 3.61
H -1.03 1.42 -4.43
H -4.22 -2.32 1.24
H -4.99 0.26 0.37
H -2.67 -0.51 -2.33
H 0.69 -5.80 3.73
H 1.43 -0.40 6.28
C 2.10 -0.20 -4.62
C 0.68 -5.87 1.59
O 6.32 -3.43 -1.38
C 0.80 3.21 3.37
H 1.74 3.47 3.82
H 6.37 -0.10 0.64
C 4.28 0.29 0.90
Ge -2.67 -0.68 0.21
Cl -0.20 -3.25 -3.31
Cl 2.95 0.23 -6.04
H 3.71 -3.21 -0.64
C -0.01 -3.18 1.69
C 1.38 0.29 -2.39
H -2.71 -3.19 0.95
C 3.89 -2.22 -0.23
N -0.38 1.83 1.78
C -2.27 3.15 -4.90
H -2.66 0.80 5.89
Cl 2.88 2.19 -3.55
H 4.46 1.28 1.29
C 1.94 1.45 2.06
H -2.50 3.90 3.33
H 0.56 -5.67 -0.55
H 2.88 1.76 2.51
C 0.18 -3.90 2.87
N -1.49 1.81 -1.98
C -3.56 2.52 -4.39
H 5.48 -3.36 -1.85
C -1.56 3.44 3.09
C 6.42 -2.51 -0.40
C -0.39 3.85 3.71
C -3.13 -2.26 1.33
C 0.74 2.19 2.44
C 0.12 -3.83 0.45
C 1.40 -1.43 -4.56
C 0.54 -5.24 2.81
H -0.06 -3.30 -0.47
H -2.44 4.95 -3.69
C 0.46 -5.17 0.41
H -2.93 -2.20 2.40
C 2.80 -1.46 0.17
H -0.59 0.65 7.23
N -0.99 2.68 -2.81
N -0.61 3.44 -0.82
O -0.03 -1.03 -1.20
C 2.09 0.65 -3.53
```

Calculated values
- max |F| (eV/Å) = 2.4
- net charge = +2
- spin multiplicity = 2
- total energy (eV) = -223140.5527


[4]
Computed, not measured: C39H76GaINO27P2 as an isolated structure, with ωB97M-V/def2-TZVPD.

XYZ file:
```
147
C39H76GaINO27P2 | the OMol25 dataset | ωB97M-V/def2-TZVPD
H -4.50 -3.03 2.98
H -5.71 -4.15 3.61
H 3.30 5.84 2.22
O -7.63 -8.47 1.06
H 2.47 -1.90 -4.94
H -11.04 3.42 -1.47
H 0.44 -1.83 -4.50
C 7.66 0.60 -1.64
H 3.37 3.94 -2.67
H 4.56 3.68 -1.30
O 5.41 -1.25 -7.35
H 8.18 1.54 -1.38
H 1.83 5.29 3.07
C 2.82 1.26 -3.34
H 5.56 4.05 -4.11
O -8.96 -3.65 4.22
C -1.17 -2.48 -1.00
H 6.01 -1.97 -7.12
H 6.75 0.51 -1.04
O -4.49 2.37 -7.25
H -2.92 3.09 -8.32
C -9.95 -3.81 4.87
H 8.69 -0.47 -0.30
H 4.52 3.55 6.67
H 5.59 4.76 7.41
H 7.75 -0.27 -3.58
H -9.24 -2.52 7.74
C -7.37 5.72 -3.67
C -3.13 2.81 -7.29
O 4.45 5.47 5.88
H 12.38 -0.77 -1.01
H -0.77 -0.69 -5.05
H -10.26 -5.60 2.98
O -8.19 -8.38 -1.02
C 3.89 5.17 4.70
H -0.22 -5.86 3.28
O -3.79 -4.67 4.04
C 10.62 -1.80 -1.64
H -2.46 2.01 -6.99
H -7.78 0.87 -5.10
H -2.99 3.68 -6.65
C -6.75 1.16 -4.90
O 3.24 6.25 4.26
H -8.98 -6.80 -2.12
O -8.46 5.95 -2.77
C 2.58 6.07 3.00
O -6.18 1.60 -6.13
C -0.04 -0.88 -4.24
C 5.41 3.37 -3.25
H 10.41 0.36 -1.59
P 6.23 0.18 -7.13
O 6.26 3.74 10.39
C -11.41 4.39 -1.80
H -0.87 -3.32 -0.39
C -1.94 -0.35 -2.60
H 12.22 -2.44 -0.34
C -0.49 -2.16 -2.15
H 7.45 -0.93 -5.78
O 3.95 4.11 4.14
H 8.93 0.63 11.24
C -9.39 4.99 -2.78
H 7.49 0.62 12.26
H -12.00 -5.31 2.89
H 4.42 4.20 11.25
H 4.97 5.25 9.93
H 2.05 -0.65 -2.79
C 5.18 4.40 6.46
H -7.73 -7.00 2.53
C 4.66 5.59 -2.24
H -7.08 -8.58 3.02
H 2.72 1.43 -2.26
H -6.85 4.80 -3.40
C 2.95 -0.93 -4.71
H 2.09 7.02 2.76
H -8.69 -8.32 -2.99
H 5.73 5.82 -2.22
H -8.83 -8.40 2.76
H 0.03 -4.28 4.07
H -2.86 -1.95 0.23
H -11.92 4.29 -2.76
H 6.40 3.28 -2.78
C -2.53 -4.65 3.61
O 6.69 0.60 -8.47
C 8.24 1.26 11.79
H 3.93 -1.19 -4.31
H -7.73 5.67 -4.70
C -4.90 1.99 -6.04
H 5.72 5.40 11.53
H -3.51 -0.05 -1.21
H 3.01 -0.40 -5.67
O -10.34 5.33 -1.90
H 4.20 6.13 -3.07
C -2.64 -0.66 -1.45
O -9.40 -7.19 0.47
C -9.04 -7.89 -2.06
C -0.85 -1.11 -2.97
H 3.69 1.45 -6.88
O 11.29 -2.21 -2.85
H 7.47 1.48 -3.67
O -10.12 -3.43 6.14
C 9.82 -0.51 -1.93
H -12.11 4.77 -1.07
C 11.69 -1.51 -0.58
C -8.98 -2.78 6.71
C 5.29 4.70 10.81
H 9.76 -0.44 -3.02
H 0.36 -2.80 -2.40
H 9.96 -2.63 -1.36
H 11.21 -3.16 -2.94
O 5.83 0.23 -3.19
O -4.24 1.99 -5.03
H -8.74 -1.87 6.17
C -11.04 -4.85 3.11
O -2.15 -4.20 2.56
H -4.75 -4.61 2.19
O 6.44 3.04 12.53
O 7.57 -0.08 -6.23
C 2.14 -0.08 -3.73
C -0.38 -5.28 4.19
O 7.63 2.14 10.84
C -8.50 -7.94 0.20
C 4.40 4.06 -2.31
O -1.76 -5.23 4.53
Ga 4.73 1.56 -3.98
C -7.85 -8.08 2.42
H -6.21 0.29 -4.51
H 0.14 -5.77 5.01
H -10.07 -8.20 -1.89
I 3.75 6.34 -0.41
H -10.88 -4.02 2.43
H 6.01 4.10 5.82
H -6.75 1.96 -4.17
H 11.22 -1.09 0.31
O 0.82 0.23 -4.20
O -11.08 -4.39 4.47
H -2.24 0.48 -3.24
H 8.79 1.82 12.54
C 7.19 0.57 -3.12
C -4.73 -4.08 3.14
H -6.69 6.56 -3.57
O -9.38 4.00 -3.46
N 8.50 -0.57 -1.29
H 2.21 2.05 -3.81
C 6.75 2.98 11.37
H -8.12 -3.45 6.73
P 4.97 1.74 -6.35
C -2.28 -1.71 -0.65
```

Calculated values
- max |F| (eV/Å) = 2.2
- net charge = -1
- total energy (eV) = -177505.7591


[5]
Computed, not measured: C38H51F3Ge2NO3TeZr as an isolated structure, with ωB97M-V/def2-TZVPD.

XYZ file:
```
100
C38H51F3Ge2NO3TeZr | the OMol25 dataset | ωB97M-V/def2-TZVPD
C -2.94 -3.64 -3.57
H -1.25 -1.03 -2.40
C 5.24 3.86 4.12
C 5.76 -0.11 -1.22
H -5.25 -4.61 -5.07
C 0.75 -2.55 -0.18
C -4.65 -5.26 -4.43
C 1.24 1.08 -4.09
H 0.75 3.44 -2.39
H -3.88 -5.72 -5.06
H -1.56 3.49 1.19
C 5.88 2.37 1.88
N -0.17 -1.58 -0.13
H -6.05 2.15 3.72
C -4.54 -4.52 -2.03
H -2.55 -3.57 -4.58
H 2.38 4.05 1.25
H 4.70 -0.07 3.13
O 2.01 -0.66 -5.57
C 3.67 -1.06 1.47
H 3.84 -0.40 -2.09
C -0.42 1.64 1.13
C -1.21 -1.96 -2.96
H -5.29 -6.05 -4.05
C 6.89 2.81 2.72
C -3.17 -0.34 2.42
H -4.63 -2.93 0.91
O 1.86 -2.19 -0.72
C 0.61 -3.98 0.26
F 0.05 0.89 -3.36
H -1.27 -1.21 3.04
H -0.18 -4.48 -0.31
C 2.43 3.03 0.88
H 4.99 4.43 5.01
C -4.03 -4.47 -3.32
C 4.85 -0.90 2.44
H -4.16 0.70 4.00
H 6.15 1.80 1.00
C 4.30 0.35 -1.43
H -0.20 5.60 -1.59
C 1.77 -0.33 -4.46
Zr 1.29 -0.32 -1.47
H 7.35 3.90 4.51
H 5.81 -1.05 -0.66
H 1.29 5.24 -0.73
C -1.05 2.81 1.88
H -2.70 -2.08 3.62
C 3.48 2.26 1.21
C -2.87 -2.97 -1.28
Ge 3.39 0.52 0.33
C -3.10 -0.50 1.02
H 3.80 -1.93 0.83
H -0.81 3.17 -1.64
C -4.92 1.32 2.09
H -1.18 1.11 0.56
C -3.88 0.27 0.15
Te -2.01 -2.20 0.48
C -3.98 -3.79 -0.99
H 4.26 1.31 -1.94
C -4.09 0.57 2.92
H 6.34 0.64 -0.69
H 7.92 2.58 2.50
C -2.34 -2.88 -2.57
H -2.23 -0.55 4.33
C 6.57 3.56 3.85
Ge 1.00 2.21 -0.12
H -3.32 1.23 -1.67
C -4.58 -3.89 0.39
H 5.79 -0.73 1.92
C -5.90 2.30 2.66
H -1.79 2.46 2.60
C 4.55 2.68 2.13
H 3.20 3.65 3.51
C -3.76 0.28 -1.35
C -4.78 1.17 0.72
H 6.25 -0.27 -2.18
H -5.53 3.32 2.51
H 0.36 -4.04 1.31
H 0.02 0.91 1.82
H -6.86 2.23 2.16
H -5.40 -5.14 -1.82
H -4.73 0.19 -1.82
H -0.23 -2.44 -2.83
H -4.04 -4.60 1.02
H -0.31 3.39 2.42
H 1.55 -4.49 0.08
H -3.14 -0.52 -1.74
H -1.28 -1.71 -4.02
H -5.61 -4.25 0.32
C 4.24 3.42 3.27
O 1.86 -1.01 -3.34
C 0.27 4.90 -0.89
C 0.22 3.47 -1.44
H -5.40 1.77 0.05
C -2.30 -1.09 3.39
H -0.26 5.00 0.06
H 4.97 -1.81 3.04
F 2.08 1.60 -3.14
F 1.04 1.95 -5.02
H 2.75 -1.22 2.04
```

Calculated values
- max |F| (eV/Å) = 0.4
- net charge = +2
- spin multiplicity = 2
- total energy (eV) = -177610.0151


[6]
Computed, not measured: a 2-piece molecular cluster, C5H15N2 overall, with ωB97M-V/def2-TZVPD.

XYZ file:
```
22
C5H15N2 | the OMol25 dataset | ωB97M-V/def2-TZVPD
C 1.44 1.43 2.11
H -0.17 -0.84 1.14
H -1.76 -0.31 -0.21
H 1.19 -1.68 -0.77
N -0.68 0.42 -1.86
C 0.93 -1.07 1.21
C 1.26 -2.18 0.23
H -0.68 1.09 -2.67
H 2.79 0.08 0.87
H 0.57 -3.02 0.22
H -3.08 1.36 -2.30
N -2.96 0.73 -1.50
H -3.76 0.62 -0.89
H 1.15 -1.37 2.23
H 1.41 0.75 -0.01
H 2.02 2.35 1.82
H 0.34 1.72 2.07
H 1.68 1.12 3.11
C -1.79 0.26 -1.18
H 0.20 0.28 -1.43
H 2.31 -2.55 0.28
C 1.70 0.29 0.98
```

Calculated values
- max |F| (eV/Å) = 2.7
- net charge = +1
- total energy (eV) = -8401.9407


[7]
Computed, not measured: one molecule with the formula C4H6N2O, with ωB97M-V/def2-TZVPD.

XYZ file:
```
13
C4H6N2O | the OMol25 dataset | ωB97M-V/def2-TZVPD
N 0.85 1.79 -1.29
C -1.33 0.14 -0.43
N -1.22 0.75 0.67
H -0.02 -1.62 1.16
H 1.40 0.19 1.45
O -0.65 -0.98 -0.71
C 1.40 -0.13 0.40
C 0.40 -1.30 0.20
H -1.68 1.65 0.63
C 1.09 1.00 -0.48
H 2.41 -0.43 0.13
H -1.91 0.44 -1.31
H 0.91 -2.15 -0.26
```

Calculated values
- max |F| (eV/Å) = 1.2
- total energy (eV) = -9271.7741


[8]
Computed, not measured: an isolated ion of composition C6H7F4N2 and charge +1, with ωB97M-V/def2-TZVPD.

XYZ file:
```
19
C6H7F4N2 | the OMol25 dataset | ωB97M-V/def2-TZVPD
F -3.46 -0.95 0.20
H 2.52 0.87 1.09
C -2.67 0.11 0.22
H 2.46 -1.82 -0.42
H -0.74 1.29 -1.42
H 1.58 2.34 0.95
C 1.51 -1.50 -0.04
F -3.14 1.03 -0.62
H 0.37 -2.41 -1.61
C 0.38 -1.82 -0.70
F 1.63 1.22 -1.41
C 1.50 1.24 0.95
H 1.47 -1.20 0.99
F -2.68 0.63 1.45
N -0.40 0.83 -0.57
N -0.85 -1.44 -0.31
H 0.86 0.94 1.78
C -1.24 -0.26 -0.18
C 0.92 0.89 -0.35
```

Calculated values
- max |F| (eV/Å) = 1.2
- net charge = +1
- total energy (eV) = -20176.8579